Entry 1:
Below is C33H24BrINOPReS2 as an isolated structure, with properties calculated with ωB97M-V with the def2-TZVPD basis set.

HOMO level (alpha / beta) (Ha): -0.490 / -0.497
Multiplicity: 2
Kohn-Sham gap (alpha / beta) (eV): 5.6 / 6.2
Charge: +2
Relative energy (zero: lowest compared OMol25 entry of this formula, charge and spin) (kcal/mol): 0.00
LUMO (alpha / beta) (hartree): -0.284 / -0.269

Each line ends with the Löwdin spin population.
Element x y z (Å)
Re 0.270 0.080 0.170  1.021
I 2.709 -0.298 -0.884  0.007
C 4.016 1.210 -0.273  0.007
C 5.275 0.688 -0.192  0.001
C 6.375 1.534 0.053  0.001
C 6.156 2.868 0.157  -0.001
C 4.850 3.418 0.070  0.001
C 4.716 4.825 0.142  0.000
C 3.496 5.417 0.043  0.000
C 2.360 4.601 -0.063  -0.001
C 2.416 3.227 -0.108  0.002
P 0.731 2.505 -0.046  0.013
C 0.009 3.290 1.430  0.004
C 0.828 3.616 2.513  0.001
C 0.279 4.116 3.685  0.000
C -1.093 4.295 3.792  0.002
C -1.918 3.954 2.730  0.000
C -1.371 3.442 1.561  0.001
C 0.003 3.254 -1.544  0.002
C 0.445 2.712 -2.753  0.000
C 0.007 3.222 -3.962  0.000
C -0.888 4.285 -3.982  0.000
C -1.315 4.848 -2.791  0.000
C -0.865 4.342 -1.574  0.000
C 3.700 2.588 -0.104  0.001
H 5.450 -0.371 -0.329  0.000
H 7.370 1.116 0.125  0.000
H 6.985 3.550 0.304  0.000
H 5.613 5.419 0.264  0.000
H 3.390 6.492 0.072  0.000
H 1.393 5.091 -0.084  0.000
H 1.903 3.495 2.446  0.000
H 0.926 4.373 4.513  0.000
H -1.519 4.703 4.700  0.000
H -2.988 4.095 2.805  0.000
H -2.033 3.164 0.751  0.000
H 1.158 1.893 -2.753  0.000
H 0.370 2.801 -4.890  0.000
H -1.234 4.684 -4.927  0.000
H -1.986 5.697 -2.802  0.000
H -1.165 4.840 -0.664  0.000
O -5.845 0.741 -0.303  0.009
C -4.545 0.649 -0.058  0.012
C -3.975 0.831 1.204  0.000
C -2.616 0.718 1.348  0.010
N -1.812 0.434 0.302  0.007
C -2.395 0.242 -0.890  0.012
Br -1.101 -0.228 -2.182  -0.001
C -3.725 0.337 -1.153  -0.001
H -6.353 0.934 0.496  0.000
H -4.588 1.051 2.069  0.000
H -2.130 0.847 2.304  -0.001
H -4.141 0.165 -2.135  0.000
S 0.830 0.105 2.329  -0.050
C 0.921 -1.531 2.854  -0.035
C 1.332 -1.817 4.170  0.012
C 1.390 -3.121 4.583  -0.004
C 1.041 -4.172 3.706  -0.016
C 0.638 -3.909 2.423  0.020
C 0.573 -2.572 1.981  -0.037
S 0.053 -2.208 0.385  0.004
H 1.599 -1.011 4.842  0.000
H 1.707 -3.348 5.592  0.000
H 1.095 -5.196 4.051  -0.001
H 0.369 -4.710 1.747  0.001

Forces on the atoms, in the same order (eV/Å):
Re 0.08 -0.39 0.70
I -0.25 -0.21 -0.27
C -0.03 0.11 0.08
C 0.27 0.22 0.09
C -0.07 -0.21 -0.03
C -0.05 0.17 0.01
C 0.07 0.07 0.02
C 0.09 -0.04 0.01
C -0.11 -0.05 -0.01
C -0.02 0.18 -0.01
C 0.18 -0.17 0.06
P 0.00 0.30 -0.20
C 0.03 -0.01 0.06
C 0.01 0.04 0.03
C -0.02 -0.03 -0.05
C 0.01 0.00 0.02
C 0.03 -0.01 -0.06
C -0.01 0.05 0.00
C -0.05 -0.06 -0.03
C 0.00 -0.04 -0.04
C 0.00 0.03 -0.01
C 0.02 -0.02 0.00
C 0.04 -0.03 0.07
C 0.03 0.05 -0.01
C 0.03 -0.07 0.00
H 0.00 0.00 0.01
H -0.02 0.00 0.00
H -0.02 0.00 0.00
H -0.01 -0.01 0.00
H -0.01 -0.01 0.00
H 0.01 -0.01 0.00
H -0.03 0.00 -0.01
H 0.00 0.00 -0.01
H 0.01 -0.01 -0.01
H 0.00 0.00 0.00
H 0.02 0.12 -0.10
H -0.01 0.01 0.00
H 0.00 -0.01 0.01
H 0.01 0.00 0.01
H 0.01 -0.02 0.02
H -0.09 -0.04 0.13
O 0.12 -0.01 0.08
C -0.31 0.01 -0.14
C 0.05 0.00 0.08
C 0.12 -0.18 -0.08
N -0.14 0.17 -0.01
C 0.11 0.06 0.01
Br -0.10 0.01 -0.33
C -0.01 0.01 0.08
H -0.04 0.00 -0.03
H 0.01 0.00 -0.02
H 0.00 0.00 0.00
H 0.00 0.01 0.01
S -0.11 0.10 -0.29
C 0.09 -0.10 0.21
C -0.03 0.06 -0.08
C -0.01 -0.21 0.00
C 0.06 0.09 0.17
C -0.01 0.18 -0.09
C 0.05 -0.23 0.15
S 0.03 0.10 -0.11
H -0.01 0.02 -0.03
H -0.01 -0.03 -0.02
H 0.00 0.02 0.01
H 0.00 0.02 -0.01


Entry 2:
Below is a 2-piece molecular cluster, C5H10N3O2 overall, with properties calculated with ωB97M-V with the def2-TZVPD basis set.

HOMO level (Ha): -0.533
Kohn-Sham gap (eV): 9.6
Charge: +1
Relative energy (zero: lowest compared OMol25 entry of this formula, charge and spin) (kcal/mol): 83.77
LUMO (hartree): -0.181

Each line ends with the Mulliken charge.
Element x y z (Å)
C -2.744 -1.045 0.531  -0.058
C 1.915 -0.160 -0.507  0.715
C -2.387 1.195 0.260  -0.231
C -1.268 0.496 1.036  -0.212
C 3.338 0.223 -0.692  -1.039
N -3.255 0.042 0.025  -0.492
N 1.078 0.158 -1.529  -0.388
N -1.555 -0.770 1.159  0.491
O 1.363 -0.689 0.491  -0.735
O -0.853 -1.660 1.866  -0.488
H -3.005 -2.100 0.491  0.398
H -2.945 1.755 1.023  0.313
H -2.206 1.795 -0.711  0.305
H -0.314 0.861 1.571  0.413
H 0.075 -0.050 -1.630  0.204
H 3.484 1.202 -0.289  0.300
H 3.952 -0.628 -0.340  0.307
H 3.522 0.403 -1.742  0.359
H 1.535 0.523 -2.516  0.240
H 0.269 -1.553 1.502  0.596

Forces on the atoms, in the same order (eV/Å):
C -1.80 1.62 -1.65
C -3.27 -0.54 0.17
C 0.49 -2.08 0.40
C 2.08 1.12 0.76
C -0.10 -1.24 -0.38
N -0.21 -2.32 -0.38
N 1.66 1.66 -4.54
N 1.99 2.38 0.64
O 1.31 0.24 -0.04
O 3.79 -0.13 -1.23
H -0.69 0.39 -0.10
H 0.19 0.60 -0.20
H -0.03 -0.93 1.82
H -1.80 -0.40 -1.10
H 1.07 -0.17 0.67
H 0.48 0.31 1.09
H 0.03 1.02 0.15
H 0.12 -0.38 -0.37
H -1.65 -1.27 3.63
H -3.67 0.13 0.66


Entry 3:
Below is C16H29BeClF9MgN3O4PS as an isolated structure, with properties calculated with ωB97M-V with the def2-TZVPD basis set.

HOMO level (Ha): -0.423
Kohn-Sham gap (eV): 2.5
Charge: +1
LUMO (hartree): -0.333

Each line ends with the Mulliken charge.
Element x y z (Å)
C 1.107 -1.644 0.027  -0.996
N 1.410 -2.156 -1.356  -0.114
S 0.731 -0.954 -2.450  0.221
H 1.635 -0.695 0.098  0.535
H 1.481 -2.301 0.802  0.265
H 0.024 -1.454 0.157  0.479
H 2.422 -2.212 -1.454  0.394
H 0.915 -3.092 -1.588  0.289
H 1.908 -0.237 -2.736  -0.136
Cl 1.114 -4.920 -1.531  -0.391
F -1.025 -2.449 1.205  -0.552
Mg 3.002 1.079 -3.646  0.956
C -4.177 -0.514 2.553  -1.032
C -2.855 0.057 2.754  0.655
N -1.813 0.498 2.909  -0.318
H -4.378 -0.625 1.490  0.354
H -4.253 -1.531 3.015  0.252
H -4.946 0.156 2.973  0.449
C -2.029 1.829 -5.975  -0.449
C -1.480 2.232 -4.627  0.280
O -1.693 3.617 -4.602  -0.315
C -2.798 3.860 -5.389  0.590
O -3.411 4.862 -5.385  -0.434
O -3.079 2.775 -6.159  -0.298
F -0.122 1.995 -4.537  -0.211
H -1.291 1.942 -6.772  0.293
H -2.412 0.811 -5.990  0.296
H -1.982 1.769 -3.776  0.284
F -6.705 -0.739 2.704  -0.571
C 4.635 0.496 -9.433  -0.384
C 3.843 0.633 -8.302  -0.316
C 3.199 -0.477 -7.769  -0.180
C 3.351 -1.724 -8.359  -0.528
C 4.145 -1.859 -9.487  -0.331
C 4.784 -0.749 -10.026  -0.413
H 5.135 1.359 -9.852  0.368
H 3.728 1.605 -7.838  0.310
H 2.572 -0.370 -6.888  0.386
H 2.852 -2.588 -7.940  0.359
H 4.267 -2.830 -9.948  0.372
H 5.398 -0.856 -10.910  0.373
C -3.127 -0.039 7.720  -1.276
C -2.054 -0.314 6.653  0.681
C -0.688 -0.788 7.240  -0.936
O 0.065 0.239 7.794  -0.323
C -0.264 0.601 9.128  -0.666
N -1.902 0.860 5.829  -0.452
H -2.955 0.897 8.246  0.233
H -4.120 0.036 7.261  0.169
H -3.168 -0.843 8.455  0.389
H -2.432 -1.151 6.005  0.270
H -0.090 -1.187 6.418  0.362
H -0.832 -1.607 7.957  0.470
H -0.576 -0.264 9.719  0.322
H -1.042 1.368 9.141  0.250
H 0.628 1.029 9.580  0.262
H -1.264 0.668 5.054  0.128
H -1.411 1.570 6.369  0.347
F 3.005 -0.210 1.752  -0.356
P 2.428 0.752 2.973  1.004
F 3.001 2.269 3.279  -0.329
F 1.059 1.228 3.762  -0.322
F 3.863 0.452 3.723  -0.322
F 1.891 -0.657 3.665  -0.337
F 1.757 1.434 1.599  -0.359
Be -4.985 -0.942 4.715  1.003

Forces on the atoms, in the same order (eV/Å):
C 0.44 0.84 0.55
N -0.87 1.42 0.36
S 0.00 -0.19 -0.56
H 0.05 0.01 0.26
H -0.13 -0.35 -0.14
H 0.00 -0.59 -0.02
H -0.02 -0.59 -0.33
H 0.64 -0.66 0.22
H -0.24 -0.48 0.39
Cl -0.12 0.19 -0.11
F -0.29 0.14 -0.18
Mg 0.13 0.42 -0.19
C 0.90 0.61 1.30
C -0.08 -0.49 -0.13
N 0.43 0.27 -0.01
H -0.54 -0.33 0.11
H 0.16 -0.39 -0.26
H -0.29 0.19 -0.40
C -0.12 -0.38 -0.22
C -0.02 0.39 -0.21
O -0.19 -0.39 0.09
C -0.21 0.23 -0.29
O 0.00 0.19 0.03
O 0.35 -0.05 0.32
F 0.19 -0.14 0.13
H 0.12 0.06 0.13
H -0.21 0.09 -0.02
H 0.27 -0.12 0.09
F 1.11 -0.34 2.44
C 0.04 0.03 -0.03
C -0.02 0.01 0.12
C 0.12 0.07 0.04
C -0.03 -0.07 0.10
C 0.01 0.01 -0.03
C -0.01 -0.01 0.03
H 0.00 0.00 0.00
H -0.02 0.03 -0.06
H -0.12 -0.01 -0.01
H 0.00 -0.01 -0.01
H -0.01 0.00 -0.01
H 0.01 0.00 0.00
C 0.07 -0.24 0.00
C -0.54 0.79 0.12
C 0.42 -0.79 -0.51
O -0.32 0.10 0.23
C 0.13 0.20 -0.01
N 0.57 -0.26 0.01
H 0.06 0.03 -0.06
H -0.12 0.12 0.03
H -0.06 -0.01 0.00
H 0.11 -0.18 -0.09
H -0.03 0.09 -0.07
H -0.24 0.07 0.07
H -0.05 -0.03 -0.05
H -0.04 -0.05 0.10
H 0.05 -0.03 -0.07
H -0.14 0.09 -0.04
H -0.32 0.18 0.04
F 0.97 -0.43 0.10
P 0.40 0.53 0.98
F -0.63 0.34 -1.00
F 0.32 1.02 0.03
F -0.55 -1.06 0.30
F 0.41 -0.57 -1.01
F -0.98 0.11 0.42
Be -0.90 0.38 -2.97


Question: Which of these has the highest charge?
Answer: C33H24BrINOPReS2